Formula: C13H88N26O31
Source: the Open Molecules 2025 dataset
Level of theory: ωB97M-V/def2-TZVPD

## Properties
**LUMO**: 0.30 eV
**E_HOMO**: -9.8 eV
**HOMO-LUMO gap**: 10.09 eV
**Charge**: 0
**ΔE to the lowest compared entry with this formula, charge and spin**: 0.00 kcal/mol

Cartesian coordinates (Å):
O (1.021, -1.559, -4.294)
H (1.811, -1.972, -4.682)
H (0.606, -2.266, -3.739)
O (3.893, -0.143, 2.188)
H (4.538, 0.234, 1.564)
H (3.157, -0.583, 1.768)
O (4.687, 1.422, 0.205)
H (5.346, 1.012, -0.367)
H (4.022, 1.697, -0.504)
O (0.530, -5.410, 5.148)
H (1.025, -6.229, 5.216)
H (-0.355, -5.537, 5.488)
O (-1.768, -0.806, 2.781)
H (-1.932, -1.178, 1.924)
H (-0.852, -1.046, 3.030)
O (1.164, 0.604, 3.284)
H (1.778, 1.192, 2.858)
H (0.684, 1.059, 3.984)
O (0.989, -2.073, 3.568)
H (1.511, -1.294, 3.338)
H (1.198, -2.445, 4.393)
O (0.555, 3.997, -0.960)
H (0.334, 4.570, -1.718)
H (1.113, 4.517, -0.348)
O (2.586, -2.118, 0.231)
H (2.597, -3.062, 0.120)
H (1.604, -1.913, 0.222)
O (1.977, 4.955, 1.210)
H (1.333, 4.553, 1.851)
H (2.159, 5.758, 1.716)
O (-1.195, 1.407, 4.917)
H (-1.451, 0.970, 5.738)
H (-1.512, 0.732, 4.293)
O (-0.832, -2.747, -1.595)
H (-0.605, -2.178, -0.860)
H (-0.118, -3.431, -1.637)
O (0.583, 3.669, 3.398)
H (0.675, 4.253, 4.131)
H (-0.374, 3.514, 3.307)
O (3.352, -2.393, -5.603)
H (3.950, -2.850, -5.009)
H (3.627, -1.463, -5.464)
O (-2.716, -4.931, 0.172)
H (-3.240, -4.168, 0.588)
H (-1.999, -4.456, -0.273)
O (-4.599, -1.870, 3.966)
H (-5.361, -2.392, 3.827)
H (-4.376, -1.732, 3.041)
O (0.953, -4.905, -2.046)
H (1.336, -4.945, -1.154)
H (1.654, -4.852, -2.670)
O (3.626, 2.765, 3.264)
H (3.279, 3.313, 2.558)
H (3.751, 1.845, 2.930)
C (-3.788, 1.992, -0.526)
O (-4.889, 1.726, -0.973)
N (-3.527, 1.850, 0.800)
N (-2.784, 2.348, -1.270)
H (-4.311, 1.871, 1.378)
H (-2.625, 2.160, 1.257)
H (-1.815, 2.306, -0.889)
H (-2.880, 2.173, -2.239)
C (-3.131, 4.533, 2.364)
O (-2.145, 3.872, 2.629)
N (-4.201, 4.532, 3.159)
N (-3.214, 5.326, 1.200)
H (-4.993, 5.154, 3.064)
H (-4.253, 3.863, 3.951)
H (-4.086, 5.346, 0.736)
H (-2.520, 5.133, 0.477)
C (2.901, 6.245, 4.220)
O (2.706, 7.076, 3.303)
N (4.090, 5.673, 4.209)
N (1.931, 5.841, 5.174)
H (4.246, 5.037, 4.987)
H (4.808, 5.818, 3.544)
H (2.369, 5.507, 6.054)
H (1.436, 6.753, 5.442)
C (4.636, -0.178, -2.952)
O (5.724, -0.104, -2.403)
N (4.393, 0.149, -4.311)
N (3.611, -0.607, -2.238)
H (5.087, 0.837, -4.632)
H (3.453, 0.629, -4.415)
H (2.802, -0.911, -2.735)
H (3.628, -1.002, -1.324)
C (3.587, 3.401, -2.351)
O (2.921, 2.444, -1.996)
N (4.055, 4.413, -1.554)
N (4.024, 3.636, -3.620)
H (3.832, 4.368, -0.539)
H (5.002, 4.614, -1.830)
H (3.552, 3.053, -4.285)
H (4.064, 4.567, -3.951)
C (0.674, 1.834, -4.865)
O (1.867, 1.543, -4.878)
N (0.061, 2.691, -4.025)
N (-0.233, 1.458, -5.827)
H (0.500, 2.859, -3.146)
H (-0.945, 2.725, -4.031)
H (-1.167, 1.518, -5.375)
H (0.002, 0.612, -6.267)
C (0.326, -0.001, 0.050)
O (0.121, -1.159, 0.566)
N (0.038, 1.206, 0.620)
N (1.087, 0.020, -1.090)
H (0.322, 2.123, 0.300)
H (-0.297, 1.089, 1.533)
H (1.442, 0.791, -1.561)
H (1.502, -0.826, -1.375)
C (-2.850, 0.261, -3.897)
O (-2.641, 1.482, -4.046)
N (-1.894, -0.748, -3.915)
N (-4.073, -0.249, -3.735)
H (-0.917, -0.567, -3.946)
H (-2.101, -1.627, -3.390)
H (-4.206, -1.298, -3.817)
H (-4.874, 0.377, -3.587)
C (-2.872, -4.156, -3.186)
O (-3.548, -3.342, -2.689)
N (-2.254, -3.977, -4.408)
N (-2.827, -5.439, -2.694)
H (-2.391, -3.114, -4.927)
H (-1.542, -4.630, -4.692)
H (-3.152, -5.571, -1.746)
H (-1.992, -5.887, -2.888)
C (-4.197, -1.483, 0.379)
O (-4.042, -2.508, 1.087)
N (-3.186, -1.125, -0.519)
N (-5.339, -0.773, 0.407)
H (-3.406, -0.524, -1.294)
H (-2.516, -1.905, -0.651)
H (-6.001, -0.944, 1.156)
H (-5.429, 0.053, -0.241)
C (4.178, -4.806, -2.484)
O (3.558, -4.430, -3.505)
N (4.485, -6.175, -2.350)
N (4.541, -3.837, -1.608)
H (3.910, -6.882, -2.844)
H (4.894, -6.544, -1.492)
H (5.320, -3.966, -0.999)
H (4.386, -2.907, -1.889)
C (0.723, -5.068, 0.908)
O (1.883, -4.809, 0.545)
N (0.035, -6.108, 0.316)
N (0.067, -4.306, 1.748)
H (-0.971, -6.040, 0.287)
H (0.533, -6.400, -0.476)
H (0.606, -3.762, 2.379)
H (-0.855, -4.562, 2.068)
C (-5.481, 1.639, 5.125)
O (-5.479, 2.872, 5.358)
N (-6.571, 0.878, 5.327)
N (-4.351, 0.960, 4.843)
H (-7.421, 1.349, 5.260)
H (-6.579, -0.007, 4.909)
H (-4.303, 0.051, 4.293)
H (-3.572, 1.539, 4.679)